Record 1
{
  "formula": "C14H42K4O11P",
  "method": "ωB97M-V/def2-TZVPD",
  "largest_force_ev_per_a": 1.94,
  "relative_energy_kcal_mol": 0.8,
  "homo_energy_ev": -11.8,
  "charge": 1,
  "lumo_energy_ev": -3.5,
  "species": ["K", "K", "K", "K", "P", "O", "O", "O", "O", "C", "C", "O", "H", "H", "H", "H", "H", "H", "C", "C", "O", "H", "H", "H", "H", "H", "H", "C", "C", "O", "H", "H", "H", "H", "H", "H", "C", "C", "O", "H", "H", "H", "H", "H", "H", "C", "C", "O", "H", "H", "H", "H", "H", "H", "C", "C", "O", "H", "H", "H", "H", "H", "H", "C", "C", "O", "H", "H", "H", "H", "H", "H"],
  "xyz": [[6.2497, 13.7322, 15.2743], [9.0157, 14.5896, 19.6896], [9.6806, 12.1042, 16.8559], [4.3114, 11.7635, 20.0601], [6.8095, 12.9396, 18.2816], [5.3941, 12.9479, 17.7041], [7.7500, 13.8739, 17.4751], [7.3344, 11.4813, 18.1765], [6.8123, 13.2704, 19.7829], [1.8679, 13.4493, 14.8589], [2.2119, 14.0492, 16.2038], [3.6116, 14.3406, 16.2362], [2.1586, 14.1211, 14.0449], [0.8022, 13.2724, 14.7087], [2.3978, 12.5045, 14.7094], [1.9057, 13.3797, 17.0066], [1.6761, 14.9980, 16.3115], [4.0403, 13.9995, 17.0407], [2.3933, 9.1247, 17.1328], [3.6599, 9.9160, 17.0677], [3.3170, 11.2621, 17.4139], [1.9377, 9.1314, 18.1254], [2.5032, 8.0898, 16.8119], [1.6542, 9.5891, 16.4712], [4.0145, 9.9186, 16.0329], [4.4042, 9.5281, 17.7706], [4.0286, 11.8938, 17.2059], [6.1005, 7.4641, 20.8014], [6.6695, 8.3185, 19.6945], [6.0479, 9.6073, 19.7478], [6.6693, 6.5310, 20.8500], [5.0751, 7.1568, 20.5826], [6.1190, 7.9670, 21.7647], [6.4470, 7.8836, 18.7156], [7.7416, 8.4715, 19.8467], [6.5017, 10.1950, 19.1078], [6.8954, 17.2686, 17.8654], [6.8661, 16.9290, 16.3826], [7.8442, 15.9392, 16.0379], [7.9494, 17.4272, 18.1330], [6.5649, 16.4034, 18.4447], [6.3793, 18.1976, 18.0866], [7.1340, 17.7972, 15.7798], [5.9131, 16.5367, 16.0227], [7.8918, 15.2127, 16.7026], [3.4417, 16.7486, 20.7058], [4.0625, 15.4747, 20.1805], [5.3547, 15.3231, 20.7402], [3.1504, 16.6382, 21.7483], [2.5807, 17.0529, 20.1103], [4.1603, 17.5672, 20.6212], [4.0556, 15.4676, 19.0816], [3.4496, 14.6113, 20.4995], [5.7991, 14.5493, 20.3399], [7.5221, 9.1787, 14.1500], [7.2428, 9.6164, 15.5574], [7.3619, 11.0451, 15.6879], [8.2546, 9.8274, 13.6614], [6.6317, 9.1873, 13.5222], [7.9620, 8.1811, 14.1289], [7.9373, 9.1420, 16.2668], [6.2506, 9.3098, 15.8990], [7.2153, 11.2037, 16.6822], [7.9124, 12.3204, 23.9195], [6.6508, 12.7749, 23.1936], [6.3770, 11.9766, 22.0502], [8.7810, 12.4421, 23.2703], [7.8231, 11.2867, 24.2458], [8.0611, 12.9540, 24.7975], [6.7583, 13.8318, 22.9083], [5.7811, 12.7588, 23.8544], [6.6510, 12.4627, 21.2454]],
  "atomic_forces_ev_per_a": [[-0.41, -0.01, -0.30], [-0.23, 0.39, 0.34], [-0.38, -0.29, -0.18], [0.16, -0.19, 0.03], [-0.91, -1.63, 0.53], [0.04, 0.70, 0.01], [0.72, -0.53, 0.61], [0.76, 0.13, -0.31], [0.25, 0.87, -0.09], [0.14, -0.11, -0.50], [-0.24, 0.44, -0.39], [0.21, -0.09, 0.01], [0.12, 0.04, 0.15], [-0.04, -0.04, 0.32], [-0.07, 0.00, 0.08], [0.19, -0.04, 0.09], [-0.04, -0.08, 0.15], [-0.08, -0.02, -0.08], [-0.97, -0.13, -0.16], [-0.12, 0.62, -0.08], [-0.32, 0.09, 0.32], [0.22, -0.03, 0.08], [0.21, -0.03, 0.06], [0.10, -0.07, 0.00], [0.35, -0.21, 0.10], [0.21, -0.04, -0.24], [0.31, -0.43, 0.11], [-0.08, -0.63, -0.34], [-0.46, 0.79, 0.34], [-0.27, 0.12, -0.22], [0.05, 0.10, 0.20], [-0.04, 0.23, 0.01], [0.14, 0.07, 0.01], [0.35, -0.23, -0.01], [0.08, -0.27, -0.21], [0.17, 0.02, 0.15], [0.71, -0.47, -0.40], [0.63, -0.39, -0.30], [0.47, 0.19, -0.30], [-0.06, 0.14, -0.07], [-0.43, 0.31, 0.20], [-0.36, -0.18, 0.19], [-0.20, 0.07, 0.04], [-0.46, 0.40, 0.34], [-0.45, 0.45, -0.01], [0.10, 0.24, -0.18], [-0.24, -0.40, 0.20], [0.10, 0.21, -0.17], [0.00, 0.09, 0.02], [-0.15, -0.20, 0.09], [0.06, -0.10, 0.10], [0.30, 0.07, 0.05], [-0.14, 0.15, -0.12], [0.00, 0.03, 0.00], [0.24, -0.12, -0.57], [0.13, 0.32, 0.58], [-0.02, -0.19, -0.06], [-0.01, 0.09, 0.19], [-0.03, -0.03, 0.04], [-0.23, -0.09, 0.00], [0.09, 0.05, -0.15], [-0.06, -0.02, -0.18], [0.01, -0.04, -0.21], [-0.41, 0.36, 0.03], [0.17, 0.33, -0.07], [-0.25, 0.06, 0.09], [0.05, -0.18, 0.00], [0.10, -0.06, -0.07], [0.05, -0.08, 0.03], [-0.01, -0.10, -0.09], [0.05, -0.24, 0.06], [0.14, -0.19, 0.13]]
}

Record 2
{
  "formula": "C3H11N6",
  "method": "ωB97M-V/def2-TZVPD",
  "largest_force_ev_per_a": 3.29,
  "relative_energy_kcal_mol": 29.0,
  "homo_energy_ev": -11.6,
  "smiles": "NN/N=C(/N)CC(N)=[NH2+]",
  "charge": 1,
  "lumo_energy_ev": -3.2,
  "species": ["C", "C", "C", "N", "N", "N", "N", "N", "N", "H", "H", "H", "H", "H", "H", "H", "H", "H", "H", "H"],
  "xyz": [[1.2726, 0.4704, -0.3726], [0.3212, 0.7887, 0.7965], [-1.0654, 0.8153, 0.3629], [1.4047, -0.6243, -0.9606], [-0.1678, -2.3390, -0.3568], [1.8737, 1.5615, -0.9212], [-1.7856, 1.9529, 0.3070], [-1.6404, -0.3675, 0.2296], [1.1220, -1.9365, -0.7013], [0.5372, 0.1404, 1.5857], [0.7736, 1.6630, 1.3094], [-0.6964, -2.3609, -1.2144], [1.7947, 2.4592, -0.4735], [2.6830, 1.2797, -1.4402], [-0.2717, -3.2961, 0.1935], [-2.7802, 1.9777, 0.0801], [-1.0066, -1.1558, 0.0312], [-2.6533, -0.4505, 0.0400], [-1.3054, 2.7804, 0.5823], [1.5332, -2.4322, -1.5542]],
  "atomic_forces_ev_per_a": [[-1.77, -0.03, 0.83], [2.75, 1.74, -0.54], [-3.06, -0.05, 1.09], [0.79, -0.64, -1.05], [-0.57, -2.18, 0.71], [0.02, 0.14, 0.11], [0.79, -1.32, -0.11], [-1.65, 2.47, -0.34], [2.47, -1.36, -0.94], [-0.42, -2.01, 0.94], [-1.08, 0.43, -0.78], [-0.56, -0.82, -0.33], [0.45, -0.17, -0.12], [0.35, 0.66, -0.37], [0.87, 2.67, -1.62], [0.63, 0.00, 0.09], [0.28, -1.05, 0.57], [1.01, 0.21, 0.02], [-0.11, 0.67, 0.04], [-1.18, 0.63, 1.80]]
}

Record 3
{
  "formula": "C4H12",
  "method": "ωB97M-V/def2-TZVPD",
  "largest_force_ev_per_a": 0.40,
  "relative_energy_kcal_mol": 0.1,
  "homo_energy_ev": -11.8,
  "smiles": "CC.CC",
  "lumo_energy_ev": 1.1,
  "species": ["C", "C", "H", "H", "H", "H", "H", "H", "C", "C", "H", "H", "H", "H", "H", "H"],
  "xyz": [[-0.5237, -1.7433, -1.1846], [-0.2965, -2.7952, -0.1006], [0.3403, -1.6616, -1.8447], [-1.3938, -2.0003, -1.7901], [-0.6950, -0.7645, -0.7380], [-0.1156, -3.7757, -0.5469], [0.5670, -2.5452, 0.5148], [-1.1665, -2.8957, 0.5491], [0.5738, 1.5457, 0.8145], [0.2471, 2.9968, 0.4709], [1.4579, 1.4898, 1.4554], [-0.2548, 1.0755, 1.3443], [0.8070, 0.9706, -0.0803], [-0.6744, 3.0478, -0.1115], [1.0373, 3.4597, -0.1197], [0.0899, 3.5957, 1.3675]],
  "atomic_forces_ev_per_a": [[-0.05, -0.12, 0.18], [0.01, -0.07, -0.21], [-0.01, -0.01, -0.02], [0.03, 0.07, -0.04], [-0.05, 0.03, -0.06], [0.03, 0.03, 0.05], [0.00, -0.01, 0.06], [0.02, 0.06, 0.03], [0.29, 0.24, 0.13], [-0.19, -0.15, -0.08], [-0.09, -0.01, 0.02], [0.03, -0.09, -0.05], [-0.14, -0.06, -0.04], [0.03, 0.05, -0.05], [0.03, 0.02, 0.04], [0.06, 0.01, 0.03]]
}